1.
Molecular formula: C5H9CuO3
Method: DFT, wB97M-V/def2-TZVPD

Structure (XYZ):
```
18
C5H9CuO3 wB97M-V/def2-TZVPD
Cu -1.74500 1.02987 2.55568
O -1.74137 -0.73901 1.66544
O -0.38130 0.95407 1.13866
O -0.19842 -1.38835 0.26371
C -0.54121 1.32740 -0.34218
C -0.82923 -0.43154 0.87826
C -1.39547 2.57164 -0.41059
C 1.08212 -1.19109 -0.38775
C 1.74761 -2.53694 -0.51502
H 0.90769 -0.72110 -1.36057
H -1.08152 3.36229 0.29780
H 0.49830 1.52541 -0.65619
H 2.00533 -2.94976 0.46864
H 2.67454 -2.41114 -1.09063
H 1.10230 -3.24596 -1.04982
H -2.46567 2.35633 -0.25937
H -1.31509 2.99266 -1.42507
H 1.67640 -0.50478 0.22899
```

Values from the calculation:
Molar mass: 180.670 g/mol
Net charge: 0
E_LUMO (alpha / beta): 0.4 / -2.0 eV
HOMO (alpha / beta): -4.676 / -7.940 eV
Multiplicity: 3
Energy above the lowest of the compared OMol25 structures with the same formula, charge and spin: 217.9 kJ/mol
⟨S²⟩: 2.0062



2.
Molecular formula: C6H14N2S
Method: DFT, wB97M-V/def2-TZVPD

Structure (XYZ):
```
23
C6H14N2S wB97M-V/def2-TZVPD
S 1.00825 1.40551 2.18740
N 1.02090 1.58267 0.61347
N -0.54000 -1.16304 1.36858
C -0.43528 -0.82530 -1.02530
C 0.59496 0.33814 -1.37949
C -2.15734 0.50705 0.57507
C 2.19892 -0.56593 0.30255
C -1.32791 -0.79281 0.27340
C 1.64099 0.72503 -0.29625
H 1.56241 -1.20024 0.84987
H 0.02661 -1.85143 -0.89887
H 2.48282 1.28421 -0.76166
H 2.84044 -1.27138 -0.37667
H -2.04162 0.69881 1.64644
H -3.23609 0.46160 0.39122
H 0.24471 2.40086 2.47310
H -2.12701 -1.60420 0.03596
H -1.78677 1.33754 0.08000
H -1.11207 -1.33481 2.17464
H -1.13726 -0.85237 -1.82697
H 2.95344 -0.21417 1.02590
H 0.13229 1.20006 -1.77280
H 1.23403 -0.07810 -2.17169
```

Values from the calculation:
Molar mass: 146.259 g/mol
Net charge: 0
E_LUMO (alpha / beta): 0.1 / -0.3 eV
HOMO (alpha / beta): -8.954 / -7.587 eV
Energy above the lowest of the compared OMol25 structures with the same formula, charge and spin: 292.9 kJ/mol



3.
Molecular formula: CCl5O3PS
Method: DFT, wB97M-V/def2-TZVPD

Structure (XYZ):
```
11
CCl5O3PS wB97M-V/def2-TZVPD
Cl 1.76553 2.84398 -0.16956
Cl -2.37908 1.43225 1.01934
Cl 0.08763 -1.83151 -0.99403
Cl 0.63086 -2.60649 1.80346
Cl -2.69901 -0.40195 -1.49851
S 1.70006 0.81152 -0.00884
P -1.29329 0.29077 -0.14427
O -0.14614 1.04237 -0.79109
O -0.69750 -0.57758 1.07360
O 2.51018 0.27756 -1.00855
C 0.52076 -1.28093 0.71845
```

Values from the calculation:
Molar mass: 300.314 g/mol
Net charge: 0
E_LUMO (alpha / beta): -1.5 / -1.5 eV
HOMO (alpha / beta): -8.224 / -8.225 eV
Energy above the lowest of the compared OMol25 structures with the same formula, charge and spin: 245.5 kJ/mol



4.
Molecular formula: C2H12CuNO
Method: DFT, wB97M-V/def2-TZVPD

Structure (XYZ):
```
17
C2H12CuNO wB97M-V/def2-TZVPD
Cu -0.06424 0.02122 -0.04026
O 0.65760 0.79918 1.74260
N -0.31978 1.87961 -1.17973
C 2.08857 0.54730 1.67057
C -2.02565 -1.44371 -1.76624
H 2.30648 -0.51095 1.78372
H 2.42647 0.89155 0.69566
H -1.86543 -1.01596 -0.76286
H -1.08209 -1.45119 -2.27228
H -2.37382 -2.46650 -1.67306
H 0.55923 2.32132 -1.45870
H -0.83243 2.60449 -0.67055
H -0.84206 1.71622 -2.04106
H 0.17214 -1.38555 0.69086
H 2.47036 1.15569 2.47285
H 0.24040 0.20251 2.39283
H -2.74305 -0.86585 -2.28518
```

Values from the calculation:
Molar mass: 129.670 g/mol
Net charge: -1
E_LUMO (alpha / beta): 3.9 / 3.8 eV
HOMO (alpha / beta): 0.663 / -3.134 eV
Multiplicity: 2
Energy above the lowest of the compared OMol25 structures with the same formula, charge and spin: 0.0 kJ/mol
⟨S²⟩: 0.7506



5.
Molecular formula: C36H39ClP2Sn
Method: DFT, wB97M-V/def2-TZVPD

Structure (XYZ):
```
79
C36H39ClP2Sn wB97M-V/def2-TZVPD
Sn -1.32246 2.16350 -4.31182
Cl 0.09168 3.94213 -2.03116
P 2.14438 -0.49352 -1.76224
P -1.71783 -1.11339 -1.65512
C 3.21702 3.44566 -2.21207
C -0.23949 3.45481 -6.81804
C 3.76478 3.48013 -3.48856
C -0.73703 -0.32929 -6.19920
C 3.63564 -1.51001 -1.49382
C -4.16999 2.04496 -2.78741
C 0.96203 -1.14212 -2.92798
C -0.39313 -1.41494 -2.86776
C 0.60165 0.47477 -6.23844
C 0.41734 2.97289 -5.55999
C -4.49628 -0.57876 -1.90269
C 2.78174 2.24582 -1.65177
C -1.91802 0.48841 -5.82076
C 3.87647 2.30310 -4.22986
C 5.87262 -3.03493 -0.83081
C 6.04313 -1.72099 -1.28815
C -2.51204 -2.73463 -1.48775
C -3.70355 -4.58170 -2.48825
C -5.43043 1.61254 -2.40535
C -1.34193 2.49426 -7.36001
C -2.19713 1.81632 -6.29422
C -0.96995 2.56799 -2.20736
C -3.20708 -0.16848 -2.29563
C 3.44632 1.08517 -3.68127
C 2.85337 1.05949 -2.39604
C -2.85102 -3.48330 -2.62848
C -4.18906 -4.94529 -1.22488
C 1.35913 -0.29994 -0.16986
C -3.78398 -4.23470 -0.08379
C -5.60703 0.26212 -2.06736
C -3.24195 1.01359 -3.16966
C 4.92184 -0.96317 -1.61464
C 3.46907 -2.83740 -1.05075
C -2.91428 -3.15290 -0.19979
C 0.66319 1.60506 -5.25339
C 4.58977 -3.59335 -0.70967
H -1.94342 2.85380 -1.79097
H -2.77375 -0.13947 -5.54648
H -2.48208 -3.19282 -3.61182
H 7.03541 -1.28230 -1.40148
H 3.12246 4.35960 -1.61907
H 0.79627 0.82060 -7.26295
H 1.41276 -0.24094 -5.99284
H 0.50341 -0.98496 -0.07495
H -2.01280 3.08335 -8.01029
H 2.40181 2.23099 -0.63125
H 6.75763 -3.62609 -0.58653
H -6.59757 -0.12105 -1.81633
H 0.95269 3.71051 -4.93525
H 4.09227 4.43785 -3.91041
H -0.90957 1.71575 -8.00611
H -3.52045 0.69054 -4.19538
H 1.46095 -1.53128 -3.82377
H 4.47854 -4.62130 -0.35872
H 2.10220 -0.54160 0.60847
H -4.88244 -5.78614 -1.12729
H -3.90993 3.09530 -2.91368
H 0.50226 3.59972 -7.61253
H -3.99430 -5.15315 -3.37375
H 5.04532 0.06259 -1.95725
H -0.68107 4.44458 -6.60026
H 2.47071 -3.26226 -0.96898
H 1.01145 0.73157 -0.06544
H 4.27723 2.32870 -5.24524
H 3.51756 0.16084 -4.26513
H -4.15327 -4.52839 0.90377
H -4.63875 -1.54125 -1.41396
H -2.55844 -2.60419 0.67684
H -3.22772 2.18009 -6.20771
H -0.55748 1.69829 -1.68806
H -0.90563 -0.81754 -7.18289
H 1.30726 1.42548 -4.39426
H -0.74274 -2.13162 -3.62934
H -0.64046 -1.15894 -5.47100
H -6.27194 2.30771 -2.34714
```

Values from the calculation:
Molar mass: 687.820 g/mol
Net charge: +2
E_LUMO (alpha / beta): -6.7 / -6.7 eV
HOMO (alpha / beta): -12.344 / -12.345 eV
Energy above the lowest of the compared OMol25 structures with the same formula, charge and spin: 258.3 kJ/mol



6.
Molecular formula: C4H3BeO2
Method: DFT, wB97M-V/def2-TZVPD

Structure (XYZ):
```
10
C4H3BeO2 wB97M-V/def2-TZVPD
O 0.95997 1.75271 0.38623
O 1.19182 -1.40030 0.51061
C -1.04500 -1.10751 -0.32433
C -0.37541 1.45313 0.28302
C -0.92642 0.40811 -0.37635
C 0.42922 -1.05432 -0.53819
Be 1.50158 0.23277 -0.19797
H -1.61432 -1.52941 -1.16544
H -1.00528 2.34413 0.46211
H -1.37486 -1.48689 0.66108
```

Values from the calculation:
Molar mass: 92.078 g/mol
Net charge: -1
E_LUMO (alpha / beta): 3.3 / 3.3 eV
HOMO (alpha / beta): -1.676 / -1.676 eV
Energy above the lowest of the compared OMol25 structures with the same formula, charge and spin: 12.9 kJ/mol



7.
Molecular formula: C5H8N4O2
Method: DFT, wB97M-V/def2-TZVPD

Structure (XYZ):
```
19
C5H8N4O2 wB97M-V/def2-TZVPD
O -1.00265 1.93963 -1.24192
O -0.73231 -2.16970 -1.06980
N -0.50041 -0.28001 2.29321
N 1.10593 -0.13719 0.76820
N -1.63597 -2.69388 1.05550
N 0.02077 0.61957 0.30522
C 1.21136 1.17489 -1.90446
C -0.94099 0.45430 1.29893
C 0.75070 -0.53348 2.10183
C -1.13144 -2.49390 -0.01961
C 0.11503 1.25168 -0.87517
H -1.82073 1.06274 1.10358
H 1.96379 2.02531 -1.67355
H 1.94697 0.02808 0.31852
H 0.78602 1.25116 -2.97625
H -1.13585 1.58298 -2.12587
H 1.22064 -1.20685 2.78689
H 1.67099 0.13303 -1.91613
H -1.89185 -2.00836 1.77088
```

Values from the calculation:
Molar mass: 156.145 g/mol
Net charge: 0
E_LUMO (alpha / beta): 0.6 / 0.6 eV
HOMO (alpha / beta): -6.064 / -6.062 eV
Energy above the lowest of the compared OMol25 structures with the same formula, charge and spin: 495.6 kJ/mol



8.
Molecular formula: C4H13N2S
Method: DFT, wB97M-V/def2-TZVPD

Structure (XYZ):
```
20
C4H13N2S wB97M-V/def2-TZVPD
S -3.84681 -0.94608 2.49108
N -0.64200 -0.48141 0.06648
N 0.97348 1.59462 -0.81745
C -1.47152 -0.25351 1.18197
C 3.06515 0.27051 -1.19821
C 2.09408 1.36673 -1.67411
C -2.32871 -1.46960 1.61157
H -4.55673 -2.05715 2.30395
H 3.81275 0.01148 -1.94757
H -2.52768 -2.15571 0.79353
H -1.22361 -0.87029 -0.69425
H 3.60890 0.60283 -0.31450
H -0.80794 -0.03591 2.02242
H 1.79392 1.10221 -2.70578
H 0.29810 2.29119 -1.12699
H -1.72850 -2.01506 2.35092
H 2.65491 2.30777 -1.75051
H 0.47578 0.70565 -0.61151
H -2.10596 0.64820 1.01263
H 2.46238 -0.61648 -0.99368
```

Values from the calculation:
Molar mass: 121.229 g/mol
Net charge: +1
E_LUMO: -8.8 eV
HOMO: -13.112 eV
Energy above the lowest of the compared OMol25 structures with the same formula, charge and spin: 614.0 kJ/mol



Q: Among the records above, which one has the highest net charge?
A: C36H39ClP2Sn



Q: Which formula does entry 8 have?
A: C4H13N2S



Q: Among the records above, which one has the highest energy above the lowest of the compared OMol25 structures with the same formula, charge and spin?
A: C4H13N2S



Q: Among the records above, which one has the highest energy above the lowest of the compared OMol25 structures with the same formula, charge and spin?
A: C4H13N2S